i | {"formula": "C5H6S", "method": "wB97M-V/def2-TZVPD", "elements": ["C", "C", "C", "C", "C", "S", "H", "H", "H", "H", "H", "H"], "positions_angstrom": [[1.032, -1.211, 0.217], [-0.198, -1.351, -0.238], [-0.816, -0.049, -0.428], [-0.670, 1.001, 0.634], [0.292, 1.063, -0.427], [1.880, 0.316, 0.138], [1.733, -1.986, 0.509], [-0.704, -2.376, -0.473], [-1.542, 0.012, -1.207], [-0.312, 0.958, 1.693], [-1.392, 1.772, 0.647], [0.697, 1.850, -1.066]], "homo_lumo_gap_ha": 0.33078, "e_homo_ev": -8.057, "smiles": "C1=C[C@H]2C[C@H]2S1"}



ii | {"formula": "C5H6S", "method": "wB97M-V/def2-TZVPD", "elements": ["C", "C", "C", "C", "C", "S", "H", "H", "H", "H", "H", "H"], "positions_angstrom": [[1.191, -1.100, -0.451], [-0.149, -0.645, -0.668], [-0.418, 0.540, 0.149], [-0.139, 1.222, 1.278], [-1.339, 1.548, 0.626], [-2.850, 2.214, 0.476], [1.797, -0.280, -0.801], [1.420, -1.977, -1.005], [1.270, -1.154, 0.575], [-0.982, -1.395, -0.512], [-0.447, -0.382, -1.727], [0.647, 1.409, 2.060]], "homo_lumo_gap_ha": 0.31374, "e_homo_ev": -7.911, "smiles": "CCc1cc1=S"}



iii | {"formula": "C5H6S", "method": "wB97M-V/def2-TZVPD", "elements": ["C", "C", "C", "C", "C", "S", "H", "H", "H", "H", "H", "H"], "positions_angstrom": [[1.033, -1.451, 0.034], [0.291, -0.966, -0.969], [-0.245, 0.419, -0.622], [-1.243, 0.741, 0.477], [0.301, 0.811, 0.730], [1.227, -0.427, 1.391], [1.483, -2.414, -0.039], [0.096, -1.522, -1.820], [-0.190, 1.091, -1.416], [-1.897, 0.064, 1.066], [-1.520, 1.818, 0.198], [0.663, 1.837, 0.971]], "homo_lumo_gap_ha": 0.32315, "e_homo_ev": -7.828, "smiles": "C1=C[C@H]2C[C@H]2S1"}



iv | {"formula": "C5H6S", "method": "wB97M-V/def2-TZVPD", "elements": ["C", "C", "C", "H", "H", "H", "H", "C", "C", "S", "H", "H"], "positions_angstrom": [[-2.444, -1.239, 0.030], [-2.020, 0.009, 0.005], [-1.611, 1.199, 0.187], [-3.474, -1.463, 0.171], [-1.724, -1.993, -0.252], [-0.963, 1.510, 0.952], [-2.030, 1.873, -0.450], [3.379, -0.196, 0.115], [2.298, 0.394, -0.329], [0.938, 0.942, -0.939], [3.248, -0.981, 0.787], [4.403, -0.055, -0.278]], "homo_lumo_gap_ha": 0.31707, "e_homo_ev": -8.579, "smiles": "C=C=C.C=C=S"}



Stability check: which of them is most stable? iii.



i | {"formula": "C4H3NO3", "method": "wB97M-V/def2-TZVPD", "elements": ["N", "C", "C", "O", "C", "O", "C", "O", "H", "H", "H"], "positions_angstrom": [[-2.366, -0.063, 2.262], [-1.485, -0.521, 1.632], [-0.290, -1.116, 0.905], [0.484, -0.135, 0.223], [0.344, 0.232, -0.995], [-0.255, -0.246, -1.898], [1.116, 1.437, -1.286], [1.112, 1.964, -2.337], [-0.545, -1.991, 0.245], [0.422, -1.555, 1.708], [1.464, 1.995, -0.458]], "homo_lumo_gap_ha": 0.37135, "e_homo_ev": -10.627, "smiles": "N#CCOC(=O)C=O"}



ii | {"formula": "C4H3NO3", "method": "wB97M-V/def2-TZVPD", "elements": ["O", "C", "O", "C", "C", "N", "C", "O", "H", "H", "H"], "positions_angstrom": [[-1.994, -1.352, -0.211], [-1.519, -0.244, 0.054], [-2.238, 0.881, 0.075], [-0.076, -0.037, 0.235], [0.849, 1.036, -0.055], [2.068, 0.474, -0.127], [1.937, -0.746, -0.063], [0.667, -1.166, 0.269], [-3.148, 0.578, -0.061], [0.790, 2.142, 0.004], [2.664, -1.567, -0.121]], "homo_lumo_gap_ha": 0.36024, "e_homo_ev": -9.754, "smiles": "O=C(O)c1cnco1"}



iii | {"formula": "C4H3NO3", "method": "wB97M-V/def2-TZVPD", "elements": ["O", "C", "O", "N", "C", "C", "C", "O", "H", "H", "H"], "positions_angstrom": [[0.825, 2.165, -0.073], [1.048, 0.987, 0.049], [2.282, 0.338, 0.015], [1.966, -1.099, -0.052], [0.698, -1.202, 0.035], [0.077, -0.060, 0.303], [-1.202, 0.351, 0.033], [-2.471, 0.021, -0.078], [0.299, -2.184, -0.484], [-0.894, 1.571, 0.072], [-2.627, -0.888, 0.180]], "homo_lumo_gap_ha": 0.34038, "e_homo_ev": -9.576, "smiles": "O=C1ON=C/C1=C\\O"}



Stability check: which of them is most stable? ii.



i | {"formula": "C3H5NO3", "method": "wB97M-V/def2-TZVPD", "elements": ["O", "C", "N", "C", "O", "O", "C", "H", "H", "H", "H", "H"], "positions_angstrom": [[1.187, 1.829, 1.052], [0.758, 0.705, 0.806], [0.679, -0.652, -0.596], [-0.443, -0.400, -1.321], [-0.316, -0.791, -2.638], [-1.533, -0.046, -0.914], [-0.448, 0.085, 1.568], [1.583, -0.186, -0.556], [0.698, -0.812, -2.505], [-0.162, -0.047, 2.651], [-0.918, -0.687, 0.927], [-1.084, 1.003, 1.526]], "homo_lumo_gap_ha": 0.34767, "e_homo_ev": -10.222}



ii | {"formula": "C3H5NO3", "method": "wB97M-V/def2-TZVPD", "elements": ["C", "C", "N", "O", "O", "C", "O", "H", "H", "H", "H", "H"], "positions_angstrom": [[-0.845, -1.146, -0.454], [0.192, 0.017, -0.248], [1.405, -0.351, 0.406], [2.288, 0.473, 0.453], [1.536, -1.458, 0.856], [-0.393, 1.453, 0.235], [0.226, 1.187, -0.951], [-1.659, -0.754, -1.034], [-1.188, -1.363, 0.519], [-0.268, -2.011, -0.835], [-1.462, 1.907, 0.075], [0.167, 2.047, 0.978]], "homo_lumo_gap_ha": 0.39610, "e_homo_ev": -10.923, "smiles": "C[C@]1([N+](=O)[O-])CO1"}



iii | {"formula": "C3H5NO3", "method": "wB97M-V/def2-TZVPD", "elements": ["C", "N", "O", "C", "O", "C", "O", "H", "H", "H", "H", "H"], "positions_angstrom": [[1.499, 1.567, -1.418], [0.667, 0.764, -1.017], [1.463, 0.135, 0.067], [0.498, -0.700, 0.699], [-0.645, 0.068, 0.997], [-1.809, -0.333, 0.664], [-1.794, -1.432, 0.022], [2.706, 1.472, -1.082], [1.308, 2.085, -2.231], [0.660, -1.386, 1.673], [-0.064, -1.424, -0.123], [-2.597, 0.532, 0.527]], "homo_lumo_gap_ha": 0.38938, "e_homo_ev": -9.620, "smiles": "C=NOCOC=O"}



Stability check: which of them is most stable? i.



i | {"formula": "C4H6NO", "method": "wB97M-V/def2-TZVPD", "elements": ["C", "C", "C", "C", "N", "O", "H", "H", "H", "H", "H", "H"], "positions_angstrom": [[0.749, 0.543, 1.054], [1.201, 0.387, -2.037], [0.461, 0.861, -0.240], [-1.459, -0.824, 1.080], [-0.346, -0.071, 0.688], [0.368, 1.415, -1.424], [1.377, 0.669, 1.920], [2.248, 0.602, -2.145], [0.696, -0.493, -2.386], [-1.477, -1.772, 0.528], [-2.379, -0.292, 0.809], [-1.437, -1.026, 2.153]], "homo_lumo_gap_ha": [0.31399, 0.28505], "e_homo_ev": [-13.859, -13.334], "charge": 1}



ii | {"formula": "C4H6NO", "method": "wB97M-V/def2-TZVPD", "elements": ["C", "C", "C", "C", "N", "O", "H", "H", "H", "H", "H", "H"], "positions_angstrom": [[0.222, 0.780, 0.008], [0.396, -0.715, 0.007], [-1.208, 0.991, 0.010], [-0.951, -1.260, -0.017], [-2.004, -0.045, -0.036], [-3.222, -0.171, 0.037], [0.601, 1.491, 0.865], [0.672, 1.409, -0.908], [1.074, -1.013, -0.927], [1.015, -1.099, 0.861], [-1.666, 1.880, 0.073], [-1.430, -2.179, 0.174]], "homo_lumo_gap_ha": [0.29854, 0.24383], "e_homo_ev": [-15.045, -14.436], "charge": 1}



Stability check: which of them is most stable? ii.



i | {"formula": "C4H14N4", "method": "wB97M-V/def2-TZVPD", "elements": ["C", "N", "N", "N", "N", "H", "H", "H", "H", "H", "H", "H", "H", "C", "C", "C", "H", "H", "H", "H", "H", "H"], "positions_angstrom": [[2.137, 0.496, -0.597], [0.799, 0.781, -0.124], [0.312, 1.910, -0.800], [0.872, 1.055, 1.340], [-0.402, 1.122, 1.929], [2.078, 0.341, -1.672], [2.503, -0.410, -0.117], [2.835, 1.317, -0.388], [0.802, 2.766, -0.522], [-0.679, 2.010, -0.602], [1.346, 0.248, 1.738], [-1.022, 0.380, 1.609], [-0.817, 2.019, 1.704], [-2.282, -0.805, -0.012], [-1.276, -1.183, -0.778], [-0.350, -2.306, -0.459], [-2.517, -1.312, 0.912], [-2.936, 0.008, -0.284], [-1.070, -0.661, -1.703], [-0.556, -2.720, 0.524], [-0.457, -3.097, -1.202], [0.679, -1.958, -0.494]], "homo_lumo_gap_ha": 0.33834, "e_homo_ev": -8.164, "smiles": "CN(N)NN.C=CC"}



ii | {"formula": "C4H14N4", "method": "wB97M-V/def2-TZVPD", "elements": ["C", "C", "C", "C", "N", "N", "N", "N", "H", "H", "H", "H", "H", "H", "H", "H", "H", "H", "H", "H", "H", "H"], "positions_angstrom": [[-0.583, -0.536, -0.816], [1.459, -0.957, -0.102], [-1.064, 0.637, -0.183], [-2.036, 0.502, 0.962], [-0.356, -0.447, -2.232], [1.152, -1.117, 1.281], [2.251, 0.047, -0.395], [0.342, 1.657, 0.668], [-1.012, -1.466, -0.438], [1.456, -1.877, -0.702], [-1.295, 1.450, -0.867], [-1.043, -0.935, -2.792], [0.549, -0.800, -2.527], [0.665, -1.978, 1.487], [1.957, -0.922, 1.865], [2.607, -0.023, -1.342], [1.219, 1.312, 0.187], [0.178, 2.648, 0.543], [0.427, 1.420, 1.649], [-1.699, -0.265, 1.662], [-2.159, 1.438, 1.512], [-3.017, 0.211, 0.581]], "homo_lumo_gap_ha": 0.28050, "e_homo_ev": -6.571}



Stability check: which of them is most stable? ii.



i | {"formula": "C4H14N4", "method": "wB97M-V/def2-TZVPD", "elements": ["C", "N", "C", "N", "N", "N", "C", "C", "H", "H", "H", "H", "H", "H", "H", "H", "H", "H", "H", "H", "H", "H"], "positions_angstrom": [[-1.163, -1.240, 1.636], [0.087, -0.511, 1.509], [0.545, -0.329, 0.149], [0.697, -1.603, -0.538], [1.864, 0.305, 0.259], [-0.470, 0.458, -0.537], [-0.635, 1.785, 0.019], [-0.406, 0.474, -1.981], [-1.453, -1.231, 2.685], [-1.912, -0.721, 1.045], [-1.101, -2.276, 1.284], [0.824, -0.974, 2.033], [1.208, -2.234, 0.070], [1.255, -1.482, -1.375], [1.839, 1.041, 0.955], [2.131, 0.717, -0.629], [-0.632, 1.710, 1.103], [-1.597, 2.179, -0.308], [0.151, 2.489, -0.300], [-0.494, -0.543, -2.354], [0.515, 0.933, -2.378], [-1.254, 1.052, -2.347]], "homo_lumo_gap_ha": 0.34507, "e_homo_ev": -8.361, "smiles": "CNC(N)(N)N(C)C"}



ii | {"formula": "C4H14N4", "method": "wB97M-V/def2-TZVPD", "elements": ["H", "N", "C", "N", "C", "N", "H", "H", "H", "H", "H", "H", "C", "N", "C", "H", "H", "H", "H", "H", "H", "H"], "positions_angstrom": [[-1.534, 1.620, -1.660], [-2.201, 0.846, -1.717], [-2.285, 0.147, -0.670], [-1.583, 0.218, 0.492], [-0.690, 1.376, 0.861], [-1.942, -0.685, 1.504], [-2.980, -0.683, -0.679], [0.154, 1.081, 1.484], [-0.344, 1.829, -0.066], [-1.268, 2.097, 1.448], [-1.103, -1.109, 1.891], [-2.428, -0.202, 2.267], [1.730, 0.041, -1.508], [1.138, -0.613, -0.359], [2.117, -1.223, 0.515], [0.929, 0.415, -2.148], [2.334, 0.879, -1.159], [2.373, -0.621, -2.108], [0.452, -1.299, -0.661], [1.611, -1.766, 1.313], [2.723, -0.428, 0.960], [2.796, -1.920, -0.001]], "homo_lumo_gap_ha": 0.34195, "e_homo_ev": -8.516, "smiles": "[H]/N=C\\N(C)N.CNC"}



iii | {"formula": "C4H14N4", "method": "wB97M-V/def2-TZVPD", "elements": ["C", "C", "C", "N", "H", "H", "H", "H", "H", "H", "H", "H", "H", "N", "N", "C", "N", "H", "H", "H", "H", "H"], "positions_angstrom": [[-0.611, -0.834, -1.518], [-1.204, 1.482, -0.984], [-0.859, -0.609, 1.456], [-0.430, 0.300, -0.603], [-1.676, -1.066, -1.599], [-0.083, -1.703, -1.129], [-2.268, 1.232, -0.948], [-0.959, 1.792, -2.007], [-0.991, 2.310, -0.314], [-0.857, 0.153, 2.229], [-0.749, -1.620, 1.845], [-1.830, -0.569, 0.961], [-0.223, -0.594, -2.513], [1.709, -1.699, 0.863], [1.137, 1.767, 0.508], [0.946, 0.432, -0.016], [1.000, -0.494, 1.083], [1.906, -2.178, 1.738], [1.214, -2.386, 0.286], [1.767, 2.349, -0.030], [1.386, 1.748, 1.489], [1.674, 0.188, -0.798]], "homo_lumo_gap_ha": 0.30737, "e_homo_ev": -7.369}



Stability check: which of them is most stable? i.